[1]
DFT (wB97M-V/def2-TZVPD) results for a molecular structure, C23H12Cl3GeN3O7SeY.

Output
energy	-203300.503	eV
multiplicity	2

Each line ends with the Löwdin spin population.
Positions of all 51 atoms, in Å:
Y: -0.402 -0.494 -0.201  0.000
O: 0.059 7.219 -1.535  0.000
N: 0.613 6.771 -0.549  0.000
O: 1.694 7.114 -0.119  0.000
C: -0.087 5.734 0.164  0.000
C: -0.267 5.005 1.413  0.000
C: 0.692 3.998 1.940  0.000
C: 0.316 3.105 2.852  0.000
C: 1.016 1.907 3.275  0.000
C: 1.496 0.943 2.485  0.001
N: 1.426 0.849 1.093  0.003
C: 1.333 1.603 0.104  0.005
C: 1.071 2.096 -1.035  0.007
N: -0.780 0.840 -2.324  -0.004
C: 1.455 1.065 -3.562  0.047
C: -0.680 3.385 -2.620  -0.005
C: -0.556 3.897 -3.824  0.000
C: -0.897 4.742 0.003  0.000
H: -0.924 5.412 2.178  0.000
H: -0.666 3.256 3.292  0.000
H: 1.048 1.691 4.337  0.000
H: 1.907 0.045 2.926  0.000
H: 2.372 1.556 -3.849  0.003
H: 0.165 3.554 -4.563  0.000
H: -1.214 4.711 -4.112  0.000
O: -0.274 0.259 -6.206  0.106
C: -0.359 -0.023 -5.078  0.169
C: -1.670 -0.347 -4.271  0.050
O: -2.744 -0.166 -4.733  0.042
C: -1.261 -0.823 -2.899  0.005
C: 0.225 -1.007 -2.880  0.020
O: 0.755 -1.571 -1.912  0.008
C: 0.994 -0.303 -4.030  0.091
O: 1.854 -0.973 -4.684  0.449
O: -1.956 -1.163 -1.910  0.001
Se: -1.495 -1.868 1.829  0.000
C: -0.827 -3.410 0.890  0.000
C: 0.496 -3.492 0.472  0.000
C: 0.964 -4.606 -0.221  0.000
C: 0.110 -5.662 -0.474  0.000
C: -1.213 -5.595 -0.047  0.000
C: -1.685 -4.479 0.618  0.000
H: 1.203 -2.701 0.719  0.000
H: 1.994 -4.639 -0.550  0.000
H: 0.467 -6.538 -1.000  0.000
H: -1.883 -6.423 -0.240  0.000
H: -2.719 -4.423 0.933  0.000
Cl: 2.304 4.006 1.299  0.000
Ge: -2.105 3.566 -1.084  -0.002
Cl: 0.482 1.839 -2.502  0.006
Cl: -1.743 1.676 0.647  -0.001

***

[2]
DFT (wB97M-V/def2-TZVPD) results for a molecular structure, C9H5IrN5OS4 at a distorted geometry.

Output
energy	-65086.443	eV
total charge	+1

Each line ends with the Mulliken charge.
Positions of all 25 atoms, in Å:
Ir: 0.457 -0.055 -0.201  0.544
O: 5.147 -2.423 -4.505  -0.421
C: 4.329 -2.008 -3.757  0.523
S: 4.719 -0.996 -2.325  -0.069
C: 3.086 -0.814 -1.780  0.303
C: 2.088 -1.429 -2.525  0.314
S: 0.452 -1.323 -2.098  -0.233
S: 2.569 -2.320 -3.932  -0.070
S: 2.748 0.092 -0.381  -0.286
N: 0.267 2.229 3.304  0.167
C: 1.080 1.723 2.379  0.046
N: 0.344 1.061 1.512  -0.330
C: -0.946 1.204 1.975  0.054
N: -1.014 1.914 3.069  -0.646
C: -1.996 0.574 1.219  0.499
C: -3.354 0.611 1.536  -0.204
N: -4.249 0.007 0.793  -0.520
C: -3.844 -0.652 -0.288  -0.365
C: -2.504 -0.703 -0.622  0.057
N: -1.571 -0.098 0.117  -0.097
H: 0.490 2.789 4.113  0.189
H: 2.151 1.845 2.360  0.448
H: -3.668 1.153 2.421  0.439
H: -4.601 -1.141 -0.884  0.387
H: -2.177 -1.240 -1.502  0.270

***

[3]
DFT (wB97M-V/def2-TZVPD) results for a molecular structure, C4H4O5Rb at a distorted geometry.

Output
energy	-15104.180	eV
total charge	-1

Each line ends with the Mulliken charge.
Positions of all 14 atoms, in Å:
O: 1.754 -0.659 -0.488  -0.725
C: 1.265 -0.367 0.632  0.211
O: 1.867 -0.670 1.705  -0.757
H: -2.040 1.058 -1.515  0.282
Rb: 5.190 0.354 1.709  0.851
O: 0.240 1.496 1.641  -0.928
O: -0.210 1.189 -0.593  -0.383
C: -1.164 0.427 -1.292  -0.401
C: -1.520 -0.713 -0.327  -0.405
O: -1.143 -0.196 0.923  -0.459
C: 0.041 0.612 0.720  0.959
H: -0.739 0.052 -2.236  0.215
H: -0.952 -1.629 -0.567  0.224
H: -2.590 -0.954 -0.313  0.316

***

[4]
DFT (wB97M-V/def2-TZVPD) results for a molecular structure, C53H44F3FeN4OS5 at a distorted geometry.

Output
energy	-160389.614	eV
multiplicity	6

Each line ends with the Löwdin spin population.
Positions of all 111 atoms, in Å:
Fe: 3.110 0.665 -0.608  3.886
N: 1.371 0.660 -1.508  0.059
S: 0.124 -0.070 -1.704  0.034
N: -0.472 -1.128 -0.561  0.006
S: -1.133 -0.794 0.800  0.002
N: -0.416 0.135 1.799  0.003
S: 1.194 0.107 2.124  0.026
N: 2.235 0.398 1.155  0.071
C: 1.248 1.118 3.595  0.004
C: 0.116 1.482 4.304  0.001
C: 0.248 2.351 5.375  0.000
C: 1.501 2.840 5.720  0.000
C: 2.628 2.453 5.008  0.000
C: 2.505 1.588 3.932  0.001
C: 1.461 -1.551 2.781  0.006
C: 2.394 -2.339 2.128  0.000
C: 2.663 -3.609 2.618  0.000
C: 2.007 -4.069 3.753  0.000
C: 1.073 -3.267 4.399  0.000
C: 0.795 -2.001 3.913  0.001
C: -1.437 -2.361 1.578  0.001
C: -0.754 -3.507 1.200  0.000
C: -1.008 -4.696 1.857  0.000
C: -1.952 -4.749 2.874  0.000
C: -2.645 -3.599 3.232  0.000
C: -2.398 -2.403 2.585  0.000
C: -2.727 -0.070 0.598  0.000
C: -3.475 -0.435 -0.515  0.000
C: -4.747 0.080 -0.672  0.000
C: -5.271 0.942 0.284  0.000
C: -4.515 1.298 1.394  0.000
C: -3.240 0.791 1.561  0.000
C: -1.193 1.069 -2.131  0.005
C: -1.482 2.069 -1.210  0.002
C: -2.369 3.073 -1.562  0.000
C: -2.939 3.089 -2.828  0.002
C: -2.627 2.095 -3.745  0.000
C: -1.747 1.080 -3.403  0.002
C: 0.205 -1.223 -3.062  0.005
C: 1.298 -1.106 -3.902  0.000
C: 1.430 -2.005 -4.948  0.000
C: 0.475 -2.994 -5.145  0.000
C: -0.623 -3.090 -4.298  0.000
C: -0.760 -2.205 -3.243  0.001
H: -0.850 1.117 3.983  0.000
H: -0.627 2.653 5.936  0.000
H: 1.600 3.538 6.542  0.000
H: 3.604 2.831 5.284  0.000
H: 3.357 1.298 3.327  0.001
H: 2.898 -1.942 1.252  0.000
H: 3.393 -4.234 2.121  0.000
H: 2.224 -5.055 4.144  0.000
H: 0.570 -3.634 5.285  0.000
H: 0.066 -1.363 4.400  0.000
H: -0.015 -3.445 0.414  0.000
H: -0.458 -5.585 1.576  0.000
H: -2.152 -5.681 3.385  0.000
H: -3.384 -3.638 4.022  0.000
H: -2.943 -1.509 2.856  0.000
H: -3.045 -1.106 -1.246  0.000
H: -5.333 -0.193 -1.539  0.000
H: -6.270 1.339 0.166  0.000
H: -4.924 1.977 2.129  0.000
H: -2.615 1.080 2.396  0.000
H: -1.018 2.052 -0.229  0.000
H: -2.609 3.852 -0.849  0.000
H: -3.617 3.886 -3.108  0.000
H: -3.070 2.116 -4.732  0.000
H: -1.498 0.306 -4.116  0.000
H: 2.034 -0.339 -3.699  0.000
H: 2.282 -1.933 -5.610  0.000
H: 0.587 -3.705 -5.953  0.000
H: -1.366 -3.859 -4.463  0.000
H: -1.580 -2.285 -2.543  0.000
F: 0.258 -7.613 -2.461  0.000
C: 1.364 -7.295 -3.163  0.001
F: 2.221 -8.328 -3.028  0.000
F: 0.997 -7.286 -4.468  0.000
C: 1.962 -5.993 -2.742  0.004
C: 3.184 -5.602 -3.277  -0.001
C: 3.732 -4.378 -2.939  0.004
C: 3.062 -3.521 -2.059  0.004
C: 1.841 -3.943 -1.514  0.004
C: 1.291 -5.164 -1.851  0.000
C: 3.513 -2.216 -1.709  0.043
C: 3.761 -1.069 -1.361  0.081
H: 3.705 -6.264 -3.956  0.000
H: 4.679 -4.069 -3.361  0.000
H: 1.326 -3.262 -0.853  0.000
H: 0.342 -5.472 -1.430  0.000
C: -1.674 8.784 -1.387  0.000
C: -0.977 7.511 -0.990  0.000
C: -1.197 6.921 0.251  0.000
C: -0.531 5.758 0.612  0.000
C: 0.367 5.185 -0.268  0.000
C: 0.576 5.736 -1.523  0.000
C: -0.095 6.895 -1.877  0.000
S: 1.259 3.685 0.220  0.003
C: 2.627 4.565 1.024  0.010
O: 0.426 3.147 1.330  0.000
H: -2.292 9.171 -0.578  0.000
H: -2.312 8.613 -2.257  0.000
H: -0.949 9.552 -1.659  0.000
H: -1.892 7.377 0.947  0.000
H: -0.703 5.277 1.568  0.000
H: 1.257 5.256 -2.218  0.000
H: 0.063 7.337 -2.854  0.000
H: 2.228 5.193 1.819  0.000
H: 3.141 5.153 0.266  0.002
H: 3.298 3.801 1.414  0.010
S: 4.747 1.910 -0.317  0.712